The following is a quantum chemistry calculation of 5 unconnected molecules or ions with the total composition C20H30BrF12O10P, from the OMol25 dataset.

XYZ file:
```
74
Properties=species:S:1:pos:R:3:forces:R:3:lowdin_charge:R:1
O 1.7805 0.0571 -0.5038 -0.0458 0.5433 0.0812 -0.1816
C 1.8003 0.4135 0.7117 0.2088 -0.9259 0.2502 -0.8264
O 2.0549 -0.3923 1.6630 0.0137 0.0515 0.0836 -0.2072
P 1.4895 2.2708 1.2342 0.4778 -0.1991 -0.2160 0.3490
C 0.0015 2.5125 0.0217 -0.6756 0.6393 0.1624 -0.4053
C -1.3136 2.8359 0.7695 0.4574 -0.8907 -1.2019 -0.4039
C -1.9397 1.5568 1.3190 0.2909 0.8073 0.3444 -0.5986
Br -2.6940 0.4448 -0.1091 -0.1763 0.1596 0.3300 0.6287
H 0.5566 1.8699 2.3374 -0.1051 -0.0440 0.0454 -0.0450
H 2.5962 2.1808 2.2071 -0.0219 0.0114 0.1078 -0.0831
H 2.4694 2.7093 0.1973 -0.2044 0.1290 -0.1813 -0.0576
H 1.2796 3.7014 1.6480 -0.0203 0.1475 0.0007 -0.0798
H 0.2164 3.3785 -0.6184 0.2694 -0.0727 0.0019 0.0408
H -0.1851 1.6616 -0.6357 0.2944 -0.1137 0.0249 0.0246
H -1.9891 3.3072 0.0421 -0.2906 0.0558 0.2954 0.0783
H -1.1365 3.5402 1.5722 0.0773 -0.1592 0.3389 0.0532
H -1.1679 0.9648 1.8029 -0.0588 -0.1662 -0.1042 0.0301
H -2.7228 1.7961 2.0398 -0.2375 -0.3362 -0.1790 0.0421
C -6.6233 -2.0687 -5.0372 -0.0078 0.0945 0.2249 -0.0644
C -5.4384 -3.0070 -5.1248 -0.2509 -0.0114 -0.3752 -0.2073
O -4.4935 -2.7502 -4.0779 0.1040 -0.0403 0.0571 0.0370
C -4.7736 -3.2822 -2.8935 -0.0862 -0.0389 -0.3197 -0.3884
O -5.7315 -3.9493 -2.6281 0.0358 -0.0011 0.0867 0.1575
C -3.6515 -2.9470 -1.8988 0.8411 0.3871 0.6103 -0.5466
F -3.2835 -1.6667 -1.9804 -0.4083 -0.4341 -0.2441 0.0798
F -2.5585 -3.6896 -2.1523 -0.3822 -0.1020 -0.1251 0.1648
F -4.0468 -3.2046 -0.6530 -0.0764 -0.0123 -0.2304 0.1663
H -6.2864 -1.0319 -5.0354 0.0202 -0.0099 -0.0859 0.0845
H -7.2913 -2.2226 -5.8853 0.0255 -0.0138 -0.0201 0.0762
H -7.1852 -2.2339 -4.1185 -0.0144 -0.0740 -0.0265 0.0762
H -4.8945 -2.8460 -6.0537 0.1470 0.0567 0.0996 0.1232
H -5.7498 -4.0512 -5.0996 0.0062 -0.0004 0.1719 0.1219
C -3.2147 9.4282 -0.3311 0.2275 -0.0007 -0.0583 -0.0672
C -3.4920 8.3724 0.7185 -0.3477 0.2326 -0.0551 -0.2116
O -2.4697 7.3711 0.7321 0.0536 -0.0864 0.0482 0.0336
C -1.3576 7.6780 1.3962 -0.2109 0.1518 0.0016 -0.3843
O -1.1500 8.7089 1.9715 0.0664 -0.0369 -0.0016 0.1487
C -0.3804 6.4879 1.3544 0.3262 -0.4248 -0.0293 -0.5659
F -0.3034 5.9937 0.1217 -0.0720 0.0661 0.0181 0.1754
F -0.8208 5.5416 2.1863 -0.0125 0.4880 0.0584 0.1547
F 0.8330 6.8741 1.7339 -0.1121 0.1247 0.0649 0.1696
H -3.0834 8.9643 -1.3092 -0.0896 -0.0173 -0.0011 0.0823
H -4.0417 10.1375 -0.3839 -0.0215 -0.0231 0.0108 0.0748
H -2.3017 9.9762 -0.1009 -0.0353 0.0226 0.0695 0.0747
H -4.4154 7.8433 0.4889 0.0964 -0.1499 -0.0224 0.1230
H -3.5995 8.8121 1.7102 0.1629 -0.0055 0.0209 0.1214
C 1.4411 -2.9096 -1.2386 -0.4130 -0.3510 -0.3539 -0.0617
C 2.7517 -3.6418 -1.2354 0.1238 0.7904 0.0859 -0.1643
O 2.5875 -5.0426 -0.8395 0.0957 -0.4123 -0.0844 0.0413
C 2.2228 -5.8881 -1.7698 0.1410 0.6534 0.1229 -0.4311
O 2.0111 -5.6711 -2.9310 -0.0214 -0.3019 -0.0640 0.1464
C 2.1395 -7.3033 -1.1642 -0.1219 -0.1627 0.1081 -0.5378
F 1.5061 -7.3132 0.0148 0.0233 -0.0146 -0.0540 0.1581
F 3.3734 -7.8052 -0.9655 -0.0106 0.0249 -0.0378 0.1459
F 1.4918 -8.1428 -1.9791 0.0367 0.0268 -0.0212 0.1471
H 0.9580 -3.0040 -0.2667 0.1104 0.2523 0.0815 0.0894
H 1.6166 -1.8482 -1.4332 -0.0031 0.1090 0.3792 0.0592
H 0.7483 -3.3008 -1.9907 0.1313 -0.0933 -0.0832 0.0677
H 3.4047 -3.2038 -0.4841 -0.0219 -0.2159 0.1565 0.1136
H 3.2739 -3.5958 -2.1910 -0.1462 -0.2460 -0.0863 0.1215
C 3.3471 -3.5935 4.0758 0.3075 -0.2057 -0.0240 -0.0654
C 3.9716 -2.2306 3.8763 -0.7463 0.2392 -0.0001 -0.1757
O 5.4086 -2.3345 3.6896 0.4384 -0.0464 -0.0122 0.0278
C 5.7782 -2.6628 2.4617 -0.6535 0.3371 0.5267 -0.4089
O 5.0437 -2.9050 1.5576 0.3603 -0.3438 -0.5993 0.1826
C 7.3134 -2.6379 2.3462 0.0864 0.0124 0.0052 -0.5372
F 7.8989 -3.2549 3.3896 0.0032 -0.0043 -0.0312 0.1415
F 7.7673 -1.3777 2.3160 -0.0097 -0.0453 0.0148 0.1632
F 7.7219 -3.2497 1.2353 -0.0099 -0.0126 -0.0188 0.1589
H 3.8286 -4.1201 4.9039 -0.0545 0.0176 0.0816 0.0692
H 2.2850 -3.4878 4.2919 -0.0021 0.0781 -0.0364 0.0826
H 3.4575 -4.2095 3.1837 -0.0929 0.0621 -0.0552 0.0716
H 3.8395 -1.6142 4.7627 0.2182 0.0104 0.0121 0.1237
H 3.5210 -1.6987 3.0345 -0.0076 0.0640 -0.1451 0.1023
```
Positions in Å, forces in eV/Å.

Calculated values
spin multiplicity	1
E	-153640.782	eV
HOMO level	0.6	eV
E_LUMO	3.6	eV
orbital gap	3.0	eV
total charge	-2